1.
One molecule with the formula C6H10O. Source: OMol25; level of theory: ωB97M-V/def2-TZVPD.

Values from the calculation:
- SMILES string: O[C@@H]1C=CCCC1
- ΔE to the lowest compared entry with this formula, charge and spin: 3.10 kJ/mol
- HOMO-LUMO gap: 10.6 eV
- HOMO: -9.54 eV

```
! wB97M-V def2-TZVPD RIJCOSX def2/J DEFGRID3
* xyz 0 1
O -0.01 1.89 1.55
C 0.18 1.37 0.24
C -1.15 0.90 -0.31
C -1.38 -0.33 -0.77
C -0.32 -1.40 -0.78
C 0.72 -1.14 0.30
C 1.27 0.29 0.18
H -0.51 1.23 2.05
H 0.52 2.23 -0.34
H -1.95 1.64 -0.29
H -2.37 -0.59 -1.14
H 0.17 -1.42 -1.77
H -0.78 -2.39 -0.65
H 0.26 -1.28 1.29
H 1.54 -1.86 0.23
H 1.98 0.50 0.99
H 1.82 0.37 -0.76
*
```



2.
One molecule with the formula C5H5FO2 in a non-equilibrium geometry. Source: OMol25; level of theory: ωB97M-V/def2-TZVPD.

Values from the calculation:
- SMILES string: Oc1cc(CF)co1
- ΔE to the lowest compared entry with this formula, charge and spin: 90.50 kJ/mol
- HOMO-LUMO gap: 8.9 eV
- HOMO: -8.30 eV

```
! wB97M-V def2-TZVPD RIJCOSX def2/J DEFGRID3
* xyz 0 1
O 0.02 2.39 1.23
C -0.26 1.29 0.57
C 0.67 0.41 0.23
C -0.12 -0.65 -0.34
C 0.48 -1.97 -0.83
F 1.89 -1.93 -0.71
C -1.41 -0.32 -0.29
O -1.54 0.97 0.22
H -0.70 3.11 1.18
H 1.77 0.44 0.22
H 0.18 -2.75 -0.17
H 0.17 -2.14 -1.91
H -2.41 -0.71 -0.59
*
```



3.
One molecule with the formula C3H9NO2S in a non-equilibrium geometry. Source: OMol25; level of theory: ωB97M-V/def2-TZVPD.

Values from the calculation:
- SMILES string: C[C@@](S)(CO)ON
- ΔE to the lowest compared entry with this formula, charge and spin: 479.08 kJ/mol
- HOMO-LUMO gap: 9.5 eV
- HOMO: -8.76 eV

```
! wB97M-V def2-TZVPD RIJCOSX def2/J DEFGRID3
* xyz 0 1
C -1.35 1.08 0.12
C -0.20 0.19 -0.22
S 0.39 0.31 -1.93
C 0.90 0.36 0.76
O 1.36 1.62 0.93
O -0.64 -1.37 -0.14
N 0.44 -2.20 -0.09
H -1.19 1.27 1.20
H -1.34 2.08 -0.43
H -2.30 0.68 -0.39
H -0.76 -0.26 -2.18
H 1.74 -0.34 0.60
H 0.58 -0.23 1.80
H 1.07 2.12 0.20
H 0.55 -2.74 0.76
H 0.73 -2.59 -0.98
*
```



4.
C24H30IN7O4S2Sm as an isolated structure in a non-equilibrium geometry. Source: OMol25; level of theory: ωB97M-V/def2-TZVPD.

Values from the calculation:
- Expectation value of S²: 8.77
- ΔE to the lowest compared entry with this formula, charge and spin: 129.11 kJ/mol
- HOMO-LUMO gap (alpha / beta): 6.5 / 6.6 eV
- HOMO (alpha / beta): -10.59 / -10.59 eV

```
! wB97M-V def2-TZVPD RIJCOSX def2/J DEFGRID3
* xyz 1 6
Sm -0.78 -0.49 0.97
N 1.61 -3.92 -1.15
C 1.35 -2.83 -0.40
S 0.41 -3.09 1.05
N 1.87 -1.71 -0.82
N 1.42 -0.59 -0.19
C 2.23 0.40 -0.15
C 1.82 1.64 0.52
C 2.73 2.66 0.71
C 2.35 3.78 1.44
C 1.06 3.85 1.94
C 0.20 2.79 1.69
N 0.56 1.71 1.00
H 1.44 -4.83 -0.76
H 2.27 -3.83 -1.91
H 3.23 0.32 -0.55
H 3.73 2.57 0.31
H 3.04 4.59 1.60
H 0.72 4.70 2.51
H -0.82 2.81 2.05
N 0.00 -1.08 5.50
C 0.46 -1.12 4.26
O -0.23 -0.69 3.32
C 1.83 -1.67 4.05
I 3.14 -0.02 3.65
H -0.92 -0.71 5.68
H 0.54 -1.42 6.28
H 1.85 -2.30 3.17
H 2.22 -2.18 4.93
N -2.18 -2.30 -0.50
C -3.22 -1.82 -1.36
C -2.95 -1.65 -2.71
C -3.95 -1.17 -3.55
C -5.20 -0.87 -3.05
C -5.47 -1.07 -1.69
C -4.47 -1.52 -0.84
S -6.46 -0.12 -4.09
O -7.70 -0.69 -3.63
O -6.04 -0.43 -5.44
O -6.29 1.29 -3.73
H -2.57 -2.88 0.23
H -1.53 -2.89 -1.00
H -1.98 -1.91 -3.11
H -3.77 -1.04 -4.62
H -6.48 -0.87 -1.34
H -4.67 -1.68 0.21
C -3.99 2.03 -2.79
N -4.40 1.59 -1.43
C -5.83 1.95 -1.17
C -3.46 2.12 -0.37
C -3.74 1.57 1.01
C -4.71 2.20 1.78
C -5.03 1.73 3.04
C -4.37 0.62 3.53
C -3.37 0.02 2.77
C -3.01 0.47 1.49
H -4.70 1.63 -3.51
H -2.99 1.65 -3.00
H -4.00 3.11 -2.82
H -4.37 0.56 -1.41
H -5.91 3.03 -1.13
H -6.15 1.50 -0.24
H -6.43 1.56 -2.01
H -3.56 3.21 -0.40
H -2.45 1.85 -0.69
H -5.23 3.08 1.39
H -5.78 2.24 3.64
H -4.61 0.24 4.52
H -2.87 -0.85 3.21
*
```



5.
An isolated ion of composition C4H9N2 and charge +1 in a non-equilibrium geometry. Source: OMol25; level of theory: ωB97M-V/def2-TZVPD.

Values from the calculation:
- SMILES string: C=[N+]=CCNC
- ΔE to the lowest compared entry with this formula, charge and spin: 344.50 kJ/mol
- HOMO-LUMO gap (alpha / beta): 8.1 / 8.1 eV
- HOMO (alpha / beta): -13.43 / -13.43 eV

```
! wB97M-V def2-TZVPD RIJCOSX def2/J DEFGRID3
* xyz 1 1
C -1.97 1.21 -0.14
N -2.03 -0.06 0.23
C -1.44 -1.20 0.21
C 0.07 -1.29 -0.29
N 0.62 -0.08 -0.61
C 1.36 0.71 0.34
H -2.22 1.58 -1.12
H -1.91 2.05 0.53
H -1.87 -2.12 0.52
H 0.52 -1.89 0.57
H -0.08 -1.90 -1.13
H 0.61 0.22 -1.57
H 1.21 0.51 1.39
H 2.46 0.56 0.40
H 1.19 1.68 -0.06
*
```



6.
A 8-piece molecular cluster, C12H40N2O8 overall in a non-equilibrium geometry. Source: OMol25; level of theory: ωB97M-V/def2-TZVPD.

Values from the calculation:
- SMILES string: NC(N)=O.CCO.CCO.CCO.CCO.CO.CO.CO
- ΔE to the lowest compared entry with this formula, charge and spin: 224.33 kJ/mol
- HOMO-LUMO gap: 9.8 eV
- HOMO: -9.32 eV

```
! wB97M-V def2-TZVPD RIJCOSX def2/J DEFGRID3
* xyz 0 1
N -2.60 -2.73 -0.21
C -1.52 -3.50 -0.40
N -1.12 -3.60 -1.60
O -0.80 -3.99 0.63
H -2.79 -2.47 0.78
H -3.23 -2.31 -0.89
H -0.19 -4.00 -1.79
H -1.49 -3.11 -2.38
C -0.19 2.90 1.97
C -0.99 2.21 3.04
O -0.11 1.32 3.73
H 0.51 2.05 1.56
H 0.56 3.67 2.29
H -0.84 3.37 1.31
H -1.92 1.78 2.71
H -1.28 3.06 3.69
H 0.43 1.91 4.28
C 2.34 -2.32 0.34
C 2.39 -0.80 0.52
O 1.35 -0.32 1.31
H 1.32 -2.49 -0.02
H 2.44 -2.88 1.23
H 3.09 -2.62 -0.41
H 2.20 -0.33 -0.43
H 3.32 -0.33 0.79
H 0.54 -0.53 0.89
C 3.52 2.84 -0.46
C 5.02 2.32 -0.68
O 5.48 2.37 -2.02
H 3.16 2.94 0.51
H 2.95 2.08 -0.97
H 3.27 3.68 -0.99
H 5.19 1.41 -0.13
H 5.76 2.96 -0.13
H 6.40 2.03 -2.19
C 0.15 1.50 -1.30
C -1.03 0.66 -0.80
O -0.62 -0.58 -0.39
H -0.20 2.47 -1.65
H 0.70 0.96 -2.04
H 0.81 1.62 -0.44
H -1.72 0.53 -1.65
H -1.56 1.14 0.06
H -1.15 -1.27 -0.80
C 1.31 -1.30 -3.24
O 1.33 -2.36 -4.28
H 2.27 -1.34 -2.77
H 0.59 -1.33 -2.46
H 1.26 -0.32 -3.66
H 2.16 -2.37 -4.71
C -2.32 -1.26 2.37
O -3.51 -2.09 2.30
H -2.37 -0.52 1.62
H -1.43 -1.87 2.24
H -2.10 -0.86 3.34
H -3.60 -2.64 3.12
C -4.86 0.92 -0.17
O -5.92 0.06 -0.56
H -4.47 0.63 0.77
H -5.30 1.91 -0.11
H -4.05 1.06 -0.86
H -6.53 0.10 0.21
*
```



7.
One molecule with the formula C14H13N3O5 in a non-equilibrium geometry. Source: OMol25; level of theory: ωB97M-V/def2-TZVPD.

Values from the calculation:
- SMILES string: Cc1ccc(OCC(=O)N/N=C/c2ccc([N+](=O)[O-])o2)cc1
- ΔE to the lowest compared entry with this formula, charge and spin: 634.66 kJ/mol
- HOMO-LUMO gap: 8.0 eV
- HOMO: -8.81 eV

```
! wB97M-V def2-TZVPD RIJCOSX def2/J DEFGRID3
* xyz 0 1
C -4.63 -3.17 -0.44
C -4.00 -1.82 -0.23
C -3.05 -1.33 -1.11
C -2.48 -0.08 -0.93
C -2.88 0.72 0.13
O -2.39 1.98 0.40
C -1.64 2.61 -0.61
C -0.21 2.09 -0.74
O 0.42 2.14 -1.78
N 0.27 1.60 0.44
N 1.48 1.13 0.77
C 2.40 0.92 -0.08
C 3.67 0.44 0.38
C 4.16 0.22 1.66
C 5.47 -0.24 1.51
C 5.70 -0.28 0.15
N 6.85 -0.68 -0.56
O 6.80 -0.65 -1.77
O 7.80 -1.03 0.11
O 4.61 0.13 -0.53
C -3.84 0.23 1.02
C -4.39 -1.02 0.84
H -5.67 -3.05 -0.76
H -4.63 -3.74 0.49
H -4.10 -3.73 -1.19
H -2.73 -1.94 -1.94
H -1.73 0.26 -1.64
H -1.58 3.66 -0.31
H -2.13 2.55 -1.59
H -0.37 1.64 1.24
H 2.32 1.09 -1.15
H 3.61 0.38 2.57
H 6.17 -0.52 2.28
H -4.13 0.86 1.85
H -5.13 -1.38 1.53
*
```



8.
One molecule with the formula C4H9N3 in a non-equilibrium geometry. Source: OMol25; level of theory: ωB97M-V/def2-TZVPD.

Values from the calculation:
- SMILES string: C/N=C\C(N)=C/N
- ΔE to the lowest compared entry with this formula, charge and spin: 365.68 kJ/mol
- HOMO-LUMO gap (alpha / beta): 7.3 / 7.5 eV
- HOMO (alpha / beta): -6.85 / -7.00 eV

```
! wB97M-V def2-TZVPD RIJCOSX def2/J DEFGRID3
* xyz 0 1
C 1.01 -1.80 0.44
N -0.30 -1.53 -0.10
C -0.47 -0.64 -1.09
C -0.21 0.67 -0.75
N 0.06 1.72 -1.63
C -0.17 0.82 0.68
N -1.29 0.74 1.47
H 1.74 -0.99 0.27
H 1.41 -2.72 -0.01
H 0.94 -1.99 1.51
H -0.99 -0.93 -2.00
H 0.06 2.65 -1.23
H 0.81 1.58 -2.29
H 0.61 1.43 1.13
H -1.17 0.86 2.47
H -2.03 0.15 1.12
*
```



9.
A 12-piece molecular cluster, C58H76O24 overall in a non-equilibrium geometry. Source: OMol25; level of theory: ωB97M-V/def2-TZVPD.

Values from the calculation:
- SMILES string: O=C1C=CC(=O)C=C1.O=C1C=CC(=O)C=C1.O=C1C=CC(=O)C=C1.O=C1C=CC(=O)C=C1.O=C1C=CC(=O)C=C1.CCOC(C)=O.CCOC(C)=O.CCOC(C)=O.CCOC(C)=O.CCOC(C)=O.CCOC(C)=O.CCOC(C)=O
- ΔE to the lowest compared entry with this formula, charge and spin: 0.00 kJ/mol
- HOMO-LUMO gap: 8.3 eV
- HOMO: -9.84 eV

```
! wB97M-V def2-TZVPD RIJCOSX def2/J DEFGRID3
* xyz 0 1
O -5.57 6.08 -3.82
C -5.36 4.97 -3.39
C -4.05 4.52 -2.84
C -3.87 3.31 -2.47
C -4.95 2.30 -2.39
O -4.71 1.16 -2.11
C -6.30 2.76 -2.75
C -6.52 3.98 -3.29
H -3.28 5.26 -2.88
H -2.89 2.93 -2.10
H -7.06 2.00 -2.50
H -7.49 4.33 -3.58
O -2.30 3.46 0.86
C -1.29 4.11 0.90
C -0.66 4.30 2.23
C 0.36 5.11 2.27
C 0.85 5.99 1.09
O 1.70 6.85 1.21
C 0.22 5.58 -0.22
C -0.76 4.65 -0.30
H -1.01 3.81 3.10
H 0.84 5.41 3.16
H 0.55 6.08 -1.12
H -1.33 4.46 -1.17
O 1.62 0.27 8.08
C 0.84 0.20 7.19
C 1.02 -0.75 6.10
C 0.59 -0.45 4.88
C -0.39 0.59 4.64
O -0.89 0.69 3.54
C -0.90 1.33 5.82
C -0.32 1.21 7.02
H 1.65 -1.63 6.23
H 0.87 -0.93 3.99
H -1.72 2.10 5.66
H -0.72 1.81 7.78
O 0.04 -1.69 1.80
C -0.18 -0.71 1.12
C -1.43 -0.59 0.41
C -1.57 0.14 -0.69
C -0.45 1.13 -1.00
O -0.65 2.06 -1.77
C 0.75 1.14 -0.11
C 0.87 0.30 0.91
H -2.19 -1.34 0.61
H -2.43 0.14 -1.35
H 1.49 1.92 -0.41
H 1.75 0.32 1.54
O 3.00 1.66 -3.37
C 2.33 0.97 -4.10
C 1.51 -0.11 -3.46
C 0.49 -0.68 -4.19
C 0.30 -0.33 -5.57
O -0.70 -0.71 -6.17
C 1.20 0.56 -6.28
C 2.16 1.16 -5.55
H 1.72 -0.26 -2.42
H -0.27 -1.30 -3.69
H 1.12 0.73 -7.38
H 2.80 1.94 -5.98
C -3.55 -3.23 2.95
C -3.66 -2.30 4.14
O -4.00 -1.04 3.59
C -4.06 -0.01 4.49
C -4.37 1.27 3.74
O -3.86 -0.16 5.67
H -3.54 -4.24 3.31
H -2.62 -3.09 2.42
H -4.42 -3.03 2.36
H -4.42 -2.64 4.86
H -2.75 -2.15 4.71
H -5.30 1.63 4.14
H -4.60 1.02 2.72
H -3.54 1.99 3.96
C 5.01 -0.70 5.92
C 5.41 0.64 5.47
O 4.30 1.58 5.40
C 3.47 1.55 4.38
C 2.68 2.79 4.32
O 3.41 0.67 3.56
H 5.81 -1.20 6.53
H 4.68 -1.36 5.13
H 4.17 -0.63 6.68
H 6.10 1.03 6.20
H 5.82 0.66 4.49
H 3.34 3.61 4.41
H 2.04 2.82 5.19
H 2.13 2.79 3.44
C 5.97 2.30 -1.41
C 4.66 2.65 -0.70
O 4.94 3.70 0.18
C 4.05 4.09 1.09
C 4.53 5.28 1.92
O 3.01 3.46 1.16
H 6.71 1.88 -0.69
H 6.47 3.06 -1.90
H 5.81 1.42 -2.08
H 3.87 2.95 -1.32
H 4.36 1.76 -0.17
H 3.65 5.66 2.40
H 4.99 6.01 1.22
H 5.29 4.95 2.62
C 0.81 -6.28 1.22
C 0.65 -5.17 2.34
O 1.89 -5.06 2.98
C 1.96 -4.45 4.18
C 3.24 -4.70 4.94
O 1.04 -3.84 4.63
H 1.54 -6.06 0.45
H -0.26 -6.48 0.81
H 1.05 -7.21 1.77
H 0.15 -4.25 2.07
H -0.15 -5.65 2.99
H 4.09 -4.24 4.42
H 3.47 -5.80 4.90
H 3.14 -4.37 5.94
C -3.57 -4.69 -1.38
C -4.10 -3.36 -1.69
O -4.17 -3.08 -3.10
C -3.15 -2.51 -3.69
C -3.37 -2.37 -5.18
O -2.08 -2.14 -3.20
H -3.93 -5.39 -2.14
H -3.96 -5.01 -0.44
H -2.55 -4.73 -1.43
H -5.07 -3.20 -1.28
H -3.47 -2.53 -1.24
H -3.94 -1.44 -5.43
H -3.95 -3.21 -5.60
H -2.47 -2.21 -5.68
C -3.85 1.83 -8.61
C -2.52 1.13 -8.78
O -2.65 -0.27 -8.60
C -1.60 -1.04 -8.93
C -1.94 -2.45 -8.37
O -0.67 -0.65 -9.58
H -4.40 1.46 -9.50
H -3.81 2.92 -8.71
H -4.36 1.59 -7.69
H -2.12 1.28 -9.87
H -1.79 1.63 -8.11
H -2.07 -2.34 -7.31
H -1.14 -3.20 -8.46
H -2.90 -2.77 -8.83
C 4.48 -2.92 1.58
C 4.30 -2.33 0.24
O 2.94 -2.32 -0.22
C 2.45 -3.36 -0.94
C 0.88 -3.25 -0.96
O 3.08 -4.24 -1.41
H 5.53 -2.78 1.85
H 4.21 -3.97 1.61
H 3.84 -2.49 2.40
H 4.67 -1.28 0.33
H 4.83 -2.81 -0.56
H 0.52 -3.48 0.03
H 0.38 -3.90 -1.66
H 0.50 -2.28 -1.25
*
```



10.
A 4-piece molecular cluster, C27H36FN2O3S overall. Source: OMol25; level of theory: ωB97M-V/def2-TZVPD.

Values from the calculation:
- Expectation value of S²: 0.75
- HOMO-LUMO gap (alpha / beta): 8.9 / 9.6 eV
- HOMO (alpha / beta): -8.32 / -9.24 eV

```
! wB97M-V def2-TZVPD RIJCOSX def2/J DEFGRID3
* xyz 0 2
C -1.00 2.48 2.20
C -1.31 2.49 0.68
C -0.23 1.68 -0.03
C -1.29 3.89 0.05
C -2.55 4.76 0.10
N -2.38 5.85 -0.88
S -2.77 5.68 1.65
O -1.54 6.32 1.98
O -4.00 6.39 1.61
F -2.97 4.55 2.72
C -3.76 3.91 -0.29
C -3.92 2.50 0.29
C -4.67 2.46 1.64
C -4.74 1.70 -0.72
N -2.60 1.81 0.38
O -2.67 0.61 0.79
H -0.14 1.84 2.39
H -0.73 3.48 2.56
H -1.83 2.11 2.79
H -0.16 0.69 0.41
H 0.73 2.19 0.09
H -0.45 1.59 -1.10
H -0.43 4.44 0.42
H -1.14 3.78 -1.03
H -2.30 6.77 -0.47
H -3.19 5.88 -1.49
H -3.63 3.80 -1.38
H -4.69 4.47 -0.14
H -5.10 3.43 1.89
H -5.49 1.74 1.59
H -4.03 2.14 2.46
H -4.86 0.68 -0.37
H -5.73 2.16 -0.83
H -4.26 1.69 -1.70
C 2.19 -0.02 -2.13
C 2.51 1.24 -2.62
C 2.51 1.49 -3.98
C 2.18 0.47 -4.87
C 1.86 -0.79 -4.39
C 1.86 -1.03 -3.02
H 2.19 -0.21 -1.07
H 2.77 2.04 -1.92
H 2.76 2.47 -4.36
H 2.18 0.66 -5.93
H 1.60 -1.58 -5.08
H 1.61 -2.02 -2.64
C 5.47 -2.32 1.09
C 5.10 -3.59 1.52
C 4.49 -4.47 0.64
C 4.26 -4.08 -0.68
C 4.63 -2.81 -1.11
C 5.24 -1.93 -0.22
H 5.95 -1.63 1.78
H 5.28 -3.89 2.54
H 4.19 -5.45 0.97
H 3.78 -4.77 -1.37
H 4.44 -2.51 -2.13
H 5.52 -0.94 -0.56
C -0.30 -7.37 1.78
C 0.30 -6.92 2.95
C 1.04 -5.75 2.94
C 1.17 -5.01 1.77
C 0.56 -5.46 0.60
C -0.17 -6.64 0.61
H -0.87 -8.29 1.78
H 0.20 -7.49 3.86
H 1.51 -5.40 3.85
H 1.74 -4.10 1.76
H 0.66 -4.89 -0.31
H -0.64 -6.98 -0.30
*
```